Molecular formula: C22H51Br2ClCsKN6O11PS
Method: DFT, the ωB97M-V functional and the def2-TZVPD basis

The geometry in ORCA input format:
```
! RIJCOSX wB97M-V def2-TZVPD def2/J DEFGRID3
* xyz -1 1
C -1.05 1.85 -6.36
C -0.47 0.65 -6.67
C 0.78 0.09 -5.96
C 0.63 -1.37 -5.47
N -0.72 -1.69 -4.96
C -1.04 -1.13 -3.62
N -1.19 0.31 -3.60
C -1.26 0.87 -2.23
C 0.11 1.63 -1.92
C 0.00 -1.73 -2.63
C 1.48 -1.37 -2.97
C 1.78 -1.75 -4.47
P 3.45 -1.05 -4.93
O 4.46 -1.76 -3.79
O 3.49 0.61 -4.47
H -1.41 2.58 -7.11
H -1.22 2.10 -5.30
H -0.95 0.04 -7.46
H 1.64 0.25 -6.65
H 0.99 0.75 -5.09
H 0.79 -2.02 -6.36
H -0.76 -2.71 -4.86
H -1.47 -1.47 -5.63
H -2.03 -1.57 -3.33
H -2.11 0.49 -3.99
H -1.55 0.14 -1.45
H -2.04 1.66 -2.26
H 0.66 1.21 -1.06
H 0.77 1.48 -2.80
H -0.06 2.74 -1.86
H -0.08 -2.84 -2.73
H -0.21 -1.51 -1.57
H 1.78 -0.35 -2.69
H 2.11 -2.06 -2.35
H 1.89 -2.87 -4.55
H 5.33 -1.24 -3.81
H 3.31 1.06 -5.30
Br 7.22 -1.52 -3.26
C 1.04 -0.46 6.03
C 1.92 -1.58 5.50
C 3.12 -1.11 4.66
C 2.78 -0.23 3.46
N 2.55 -0.96 2.16
C 1.62 -2.15 2.24
C 0.25 -1.54 2.35
C 0.31 -0.31 1.45
C 1.80 -0.03 1.21
C 3.86 -1.36 1.55
H 0.57 0.12 5.23
H 0.21 -0.88 6.65
H 1.62 0.23 6.66
H 1.30 -2.28 4.94
H 2.31 -2.14 6.35
H 3.72 -1.98 4.35
H 3.76 -0.53 5.32
H 3.62 0.45 3.27
H 1.91 0.40 3.65
H 1.72 -2.70 1.30
H 1.92 -2.80 3.06
H 0.03 -1.24 3.38
H -0.54 -2.24 2.05
H -0.19 0.54 1.91
H -0.19 -0.49 0.50
H 2.09 1.00 1.41
H 2.08 -0.29 0.19
H 4.36 -2.04 2.23
H 4.45 -0.46 1.39
H 3.67 -1.85 0.60
C -3.27 4.18 -1.51
O -3.84 3.09 -1.55
N -2.44 4.62 -2.47
N -3.44 5.04 -0.45
H -1.97 5.50 -2.44
H -2.29 4.02 -3.26
H -4.05 4.75 0.28
H -2.99 5.93 -0.39
Br -1.41 -1.18 7.84
C -5.14 0.99 9.58
C -4.63 0.78 8.17
O -5.82 0.73 7.36
S -6.93 1.69 7.99
O -6.91 2.94 7.31
O -8.14 0.93 8.15
O -6.26 1.89 9.44
H -5.51 0.05 10.01
H -4.39 1.41 10.23
H -4.06 -0.14 8.07
H -4.03 1.62 7.84
K -9.22 -1.02 8.80
Cl 1.15 4.37 -1.66
Cs 8.80 -0.20 -2.38
N 3.17 -4.98 -5.58
O 2.14 -4.91 -4.85
O 3.79 -6.05 -5.69
O 3.56 -3.96 -6.19
O -3.17 4.33 -5.65
H -3.43 3.98 -6.51
*
```

E_HOMO   -2.33 eV
Orbital gap   0.85 eV
E_tot   -8992.43892 Ha